(1)
Formula: C25H52BN3O8S3
Source: OMol25
Level of theory: wB97M-V/def2-TZVPD

LUMO   0.40 eV
SMILES   [H]/N=C(\N)NCCCCBCCCCCCOC(C)=O.O=S1(=O)CCCC1.O=S1(=O)CCCC1.O=S1(=O)CCCC1
Frontier orbital gap   0.3471 Eh
Total energy   -2969.304299 Eh

ORCA input file:
```
! RIJCOSX wB97M-V def2-TZVPD def2/J DEFGRID3
* xyz 0 1
H -1.333 7.430 1.305
N -1.811 7.030 2.114
C -0.927 6.622 2.965
N 0.488 6.742 2.714
N -1.341 6.042 4.212
C -1.210 4.575 4.208
C -1.558 3.986 5.595
C -0.640 2.889 6.183
C -0.904 1.420 5.728
B -0.370 1.042 4.293
C 0.394 -0.294 3.967
C 1.598 -0.074 3.004
C 1.411 -0.389 1.483
C 0.001 -0.312 0.869
C -0.451 1.131 0.513
C -1.952 1.369 0.657
O -2.718 0.349 -0.015
C -2.789 0.528 -1.382
C -2.000 -0.480 -2.200
O -3.465 1.427 -1.886
H 0.874 7.517 3.236
H 0.982 5.891 2.949
H -2.327 6.292 4.251
H -0.177 4.307 3.943
H -1.846 4.108 3.441
H -1.519 4.838 6.290
H -2.601 3.646 5.582
H 0.414 3.168 6.045
H -0.815 2.912 7.271
H -0.482 0.714 6.455
H -1.998 1.268 5.703
H -0.516 1.851 3.437
H -0.258 -1.114 3.642
H 0.819 -0.625 4.932
H 2.032 0.927 3.155
H 2.379 -0.769 3.352
H 2.021 0.343 0.924
H 1.855 -1.357 1.242
H -0.770 -0.841 1.437
H 0.072 -0.841 -0.093
H -0.210 1.316 -0.541
H 0.121 1.870 1.087
H -2.293 1.372 1.695
H -2.200 2.357 0.234
H -2.562 -0.693 -3.117
H -1.819 -1.405 -1.642
H -1.021 -0.043 -2.443
O 0.066 -3.676 1.308
S 0.934 -3.970 0.193
O 1.562 -2.914 -0.564
C 2.182 -5.132 0.733
C 1.556 -6.500 0.480
C 0.885 -6.403 -0.897
C 0.089 -5.093 -0.926
H 2.418 -4.943 1.778
H 3.063 -4.976 0.111
H 2.306 -7.290 0.510
H 0.810 -6.715 1.249
H 1.644 -6.388 -1.678
H 0.236 -7.257 -1.091
H 0.066 -4.646 -1.917
H -0.925 -5.223 -0.552
O 2.562 -6.433 -3.541
S 2.205 -7.639 -4.251
O 0.921 -8.266 -4.063
C 2.493 -7.366 -5.995
C 3.948 -7.775 -6.203
C 4.138 -9.070 -5.402
C 3.513 -8.849 -4.019
H 2.291 -6.325 -6.233
H 1.813 -8.017 -6.544
H 4.174 -7.914 -7.259
H 4.611 -6.998 -5.816
H 3.629 -9.891 -5.910
H 5.190 -9.341 -5.315
H 3.077 -9.757 -3.610
H 4.227 -8.428 -3.313
O -1.692 8.507 -0.682
S -1.243 7.499 -1.611
O 0.123 7.040 -1.604
C -2.354 6.103 -1.520
C -3.446 6.424 -2.536
C -2.722 6.981 -3.769
C -1.701 8.011 -3.273
H -2.720 6.000 -0.499
H -1.787 5.219 -1.810
H -4.039 5.542 -2.776
H -4.121 7.178 -2.128
H -2.205 6.169 -4.287
H -3.417 7.430 -4.477
H -0.803 8.040 -3.886
H -2.134 9.007 -3.201
*
```

Here are the Löwdin charges for atoms 1 to 5, given in e: number 1, H, carries 0.012; number 2, N, carries 0.150; number 3, C, carries -0.501; number 4, N, carries 0.087; number 5, N, carries -0.007

---

(2)
Formula: C25H52Br12Cl9O12P3
Source: OMol25
Level of theory: wB97M-V/def2-TZVPD

LUMO   -0.48 eV
Frontier orbital gap   0.3433 Eh
Total energy   -37940.828176 Eh

ORCA input file:
```
! RIJCOSX wB97M-V def2-TZVPD def2/J DEFGRID3
* xyz 0 1
C 5.081 -0.747 -6.611
Br 3.884 -2.125 -6.018
Br 6.226 -1.381 -8.047
Br 6.221 -0.087 -5.143
H 4.446 0.101 -6.826
C -5.417 -2.598 -0.891
Br -5.284 -4.215 0.169
Br -7.246 -2.110 -1.338
Br -4.347 -2.981 -2.527
H -4.913 -1.798 -0.362
C 7.259 3.400 -2.332
Br 7.746 4.120 -4.084
Br 8.558 2.091 -1.747
Br 5.452 2.619 -2.398
H 7.230 4.214 -1.622
C -1.451 -6.680 2.179
Br -2.819 -6.499 3.568
Br -2.330 -7.152 0.486
Br -0.068 -7.920 2.805
H -0.955 -5.722 2.112
C 5.814 0.276 -0.110
C 6.195 1.583 0.578
O 5.004 2.267 0.951
P 4.399 2.306 2.430
O 4.678 1.125 3.247
O 4.983 3.662 3.073
C 4.630 4.919 2.519
C 3.996 5.834 3.546
O 2.864 2.547 2.109
C 1.818 2.153 2.969
C 1.171 0.883 2.450
H 4.970 0.522 -0.762
H 6.592 -0.148 -0.741
H 5.392 -0.458 0.576
H 6.864 1.415 1.424
H 6.755 2.234 -0.094
H 5.440 5.366 1.938
H 3.888 4.846 1.710
H 4.740 6.104 4.295
H 3.622 6.740 3.063
H 3.096 5.416 3.997
H 2.064 1.900 4.005
H 1.027 2.905 2.999
H 0.329 0.567 3.064
H 1.105 0.936 1.361
H 1.866 0.041 2.581
C -7.841 0.280 2.583
C -6.880 -0.802 2.156
O -5.996 -1.169 3.229
P -4.413 -1.099 2.975
O -3.870 -1.992 1.944
O -4.214 0.498 2.727
C -2.885 1.032 2.614
C -2.578 1.330 1.181
O -3.827 -1.328 4.424
C -2.714 -2.131 4.804
C -3.167 -3.545 5.035
H -8.608 -0.029 3.300
H -7.281 1.021 3.162
H -8.391 0.761 1.776
H -7.398 -1.680 1.776
H -6.277 -0.382 1.347
H -2.877 1.938 3.235
H -2.170 0.443 3.200
H -1.738 2.020 1.087
H -2.438 0.402 0.627
H -3.391 1.860 0.681
H -2.000 -2.117 3.973
H -2.227 -1.683 5.668
H -2.427 -4.284 5.317
H -3.880 -3.539 5.872
H -3.837 -3.861 4.236
C -1.453 -3.433 0.854
C -1.371 -2.037 0.272
O -0.509 -2.044 -0.880
P -0.312 -0.704 -1.688
O -0.849 0.522 -1.061
O -1.028 -1.073 -3.073
C -2.266 -0.420 -3.506
C -2.496 -0.571 -4.986
O 1.256 -0.711 -1.976
C 1.957 0.464 -2.362
C 2.801 0.132 -3.604
H -2.283 -3.552 1.552
H -1.623 -4.161 0.061
H -0.545 -3.634 1.420
H -2.356 -1.727 -0.084
H -1.121 -1.342 1.076
H -2.960 -0.848 -2.781
H -2.109 0.612 -3.173
H -2.326 -1.586 -5.350
H -3.501 -0.183 -5.143
H -1.775 -0.010 -5.584
H 1.255 1.291 -2.483
H 2.658 0.736 -1.565
H 2.203 0.383 -4.481
H 3.662 0.803 -3.656
H 3.185 -0.880 -3.596
C -6.515 1.538 -2.367
Cl -5.981 0.278 -3.534
Cl -5.543 1.418 -0.883
Cl -8.256 1.318 -2.056
H -6.358 2.500 -2.832
C 2.407 -3.915 0.334
Cl 1.652 -4.242 -1.250
Cl 1.955 -5.137 1.530
Cl 2.074 -2.262 0.921
H 3.470 -3.967 0.144
C 3.280 4.756 -5.567
Cl 2.405 3.381 -4.853
Cl 3.414 6.104 -4.391
Cl 2.396 5.370 -7.001
H 4.257 4.412 -5.877
*
```

Here are the Löwdin charges for atoms 1 to 5, given in e: number 1, C, carries -1.573; number 2, Br, carries 0.620; number 3, Br, carries 0.566; number 4, Br, carries 0.532; number 5, H, carries -0.027